Entry 1:
ORCA calculation (ωB97M-V with the def2-TZVPD basis set) on a molecular structure, C29H22F11N4OOsSSi.

Each line ends with the Löwdin charge.
Atoms and positions in Å:
Os (-0.1573, 0.1565, 0.8527)  1.3980
F (-4.5842, -1.9116, 3.2261)  0.1036
C (-3.2748, -1.9713, 2.9812)  -0.2532
C (-2.7282, -1.1063, 2.0559)  -0.0204
C (-1.3616, -1.1650, 1.8090)  -0.3153
C (-0.5509, -2.1502, 2.4304)  -0.1163
C (-1.1656, -2.9531, 3.3914)  -0.1992
F (-0.4425, -3.8492, 4.0763)  0.0951
C (-2.5103, -2.8870, 3.6809)  0.1069
C (0.8600, -2.2875, 2.0075)  -0.2023
C (1.7231, -3.3269, 2.3234)  0.0342
C (3.0005, -3.3374, 1.7832)  -0.0121
C (3.4050, -2.3159, 0.9409)  -0.0192
C (2.5075, -1.3022, 0.6727)  -0.0989
N (1.2811, -1.2972, 1.1932)  -0.0936
H (-3.3836, -0.4187, 1.5398)  0.1166
H (-2.9469, -3.5407, 4.4223)  0.1478
H (1.4055, -4.1223, 2.9759)  0.1183
H (3.6759, -4.1459, 2.0278)  0.1235
H (4.3938, -2.2902, 0.5075)  0.1215
H (2.7646, -0.4538, 0.0500)  0.1220
C (-1.0921, -1.1643, -5.7131)  -0.1648
Si (0.1527, -1.6922, -4.4299)  0.5199
C (-0.3956, -3.2443, -3.5570)  -0.1993
C (1.8450, -1.9230, -5.1839)  -0.1688
C (0.3299, -0.2295, -3.2150)  -0.2060
C (0.8739, 0.9674, -3.6758)  -0.0423
C (1.0467, 2.0864, -2.8515)  -0.0176
C (0.7108, 1.9947, -1.5189)  -0.0749
N (0.1782, 0.8494, -1.0662)  -0.1732
C (-0.0486, -0.1936, -1.8759)  -0.6657
S (-0.8133, -1.3771, -0.8631)  0.8296
H (-1.1180, -1.8817, -6.5361)  0.0415
H (-0.8459, -0.1880, -6.1352)  0.0347
H (-2.0972, -1.1034, -5.2916)  0.0396
H (-0.4237, -4.0582, -4.2859)  0.0432
H (-1.3971, -3.1533, -3.1336)  0.0200
H (0.2895, -3.5384, -2.7604)  0.0269
H (1.8601, -2.8251, -5.7993)  0.0405
H (2.6154, -2.0307, -4.4181)  0.0382
H (2.1235, -1.0866, -5.8279)  0.0343
H (1.1837, 1.0411, -4.7126)  0.1148
H (1.4681, 3.0047, -3.2330)  0.1179
H (0.8702, 2.7840, -0.8016)  0.1167
F (0.3447, 3.9629, 1.9112)  0.1570
C (1.6430, 3.7177, 2.1490)  -0.5548
F (2.3277, 4.2017, 1.1085)  0.1820
F (1.9996, 4.3841, 3.2420)  0.1959
C (1.8775, 2.1822, 2.2769)  -0.2770
O (1.2617, 1.5553, 1.2450)  -0.2579
C (3.4040, 1.8746, 2.1697)  -0.5563
F (3.7920, 1.9299, 0.8951)  0.1737
F (3.6389, 0.6254, 2.6027)  0.1680
F (4.1519, 2.7155, 2.8768)  0.1962
C (1.3731, 1.7065, 3.6798)  -0.5391
F (2.2778, 1.8330, 4.6358)  0.2083
F (1.0073, 0.4111, 3.6124)  0.1429
F (0.2781, 2.3839, 4.0615)  0.1586
N (-4.9206, 2.7728, -2.5998)  0.1939
C (-4.3445, 2.6714, -1.6125)  -0.1589
C (-3.6113, 2.5342, -0.3847)  -0.1744
C (-3.9668, 3.2394, 0.7611)  0.0305
C (-3.2197, 3.0415, 1.9073)  0.0006
C (-2.1521, 2.1654, 1.8717)  -0.0967
N (-1.7965, 1.5023, 0.7619)  -0.0845
C (-2.5232, 1.6765, -0.3451)  -0.0571
H (-4.8100, 3.9161, 0.7464)  0.1375
H (-3.4568, 3.5550, 2.8275)  0.1278
H (-1.5618, 1.9757, 2.7550)  0.1096
H (-2.2409, 1.1035, -1.2179)  0.1119

As for the net charge: +1. The value obtained for the largest force on an atom is 0.0124 Eh/bohr. As for the LUMO energy (alpha / beta): -4.629 / -4.628 eV. The calculation puts the HOMO energy (alpha / beta) at -11.24 / -11.24 eV.


Entry 2:
ORCA calculation (ωB97M-V with the def2-TZVPD basis set) on a single C5H11NO molecule.

Each line ends with the Löwdin charge.
Atoms and positions in Å:
N (-0.4109, 1.8275, -1.1635)  -0.0065
C (-1.0793, 1.1858, 0.0314)  -0.2420
C (-1.1571, -0.3475, -0.1291)  -0.2103
C (0.1303, -0.9225, -0.6662)  -0.2207
C (1.4170, -0.6961, 0.1740)  -0.1558
C (1.1893, -1.2690, 1.5433)  -0.2712
O (0.5809, -0.6987, 2.4141)  0.0442
H (0.2850, 2.4202, -0.7134)  0.0585
H (-1.0458, 2.5377, -1.5171)  0.0564
H (-0.4700, 1.3222, 0.9238)  0.0975
H (-2.0716, 1.6049, 0.0750)  0.0985
H (-1.3858, -0.7668, 0.8493)  0.0999
H (-1.9177, -0.5925, -0.8728)  0.1094
H (0.0409, -1.9723, -0.9428)  0.1090
H (0.3903, -0.4376, -1.6065)  0.0955
H (1.6790, 0.3601, 0.1530)  0.1108
H (2.2429, -1.2607, -0.2462)  0.1037
H (1.5827, -2.2947, 1.6934)  0.1230

As for the net charge: 0. Its SMILES is NCCCCC=O. The value obtained for the largest force on an atom is 0.0311 Eh/bohr. As for the LUMO energy: 1.036 eV. The calculation puts the HOMO energy at -9.63 eV.


Entry 3:
ORCA calculation (ωB97M-V with the def2-TZVPD basis set) on 11 unconnected molecules or ions with the total composition C34H61Br20ClO3.

Each line ends with the Löwdin charge.
Atoms and positions in Å:
C (-0.2781, -3.9909, 1.7682)  0.0998
C (0.0261, -3.1850, 0.9419)  -0.2476
C (0.2858, -2.1715, -0.0657)  -0.1513
C (-0.1796, -0.7409, 0.3161)  -0.3149
C (0.7818, 0.4021, -0.0037)  -0.2677
C (2.2477, 0.0326, 0.3221)  -0.0897
C (0.4557, 1.7154, 0.7420)  -0.1836
C (-0.5204, 2.6645, 0.0085)  -0.1380
O (-0.4921, -0.7583, 1.7222)  0.0889
C (-1.6448, -0.1335, 1.9938)  -0.5680
O (-2.1024, 0.0589, 3.0668)  0.1771
O (-2.1777, 0.2836, 0.8100)  0.0562
C (-1.6527, -0.5712, -0.1884)  -0.6598
Cl (-1.7547, 0.0025, -1.8752)  0.8158
C (-2.5383, -1.8221, -0.1632)  -0.1708
C (-4.0107, -1.5615, -0.5839)  -0.2108
C (-5.0498, -1.9395, 0.4816)  -0.2485
C (-4.8924, -1.1221, 1.7745)  -0.0948
H (-0.4154, -4.8455, 2.3790)  0.0369
H (1.3620, -2.2048, -0.2312)  0.0731
H (-0.1547, -2.4702, -1.0139)  0.1046
H (0.7796, 0.6571, -1.0604)  0.1002
H (2.8935, 0.8993, 0.2686)  0.0510
H (2.3372, -0.5145, 1.2585)  0.0874
H (2.5953, -0.6332, -0.4692)  0.0365
H (0.1177, 1.5610, 1.7642)  0.0722
H (1.3978, 2.2468, 0.8252)  0.1025
H (-0.0769, 3.6588, 0.0110)  0.0644
H (-0.8077, 2.3456, -0.9866)  -0.0347
H (-1.4268, 2.7663, 0.6028)  0.0394
H (-2.5739, -2.2922, 0.8184)  0.1207
H (-2.1697, -2.5879, -0.8321)  0.1028
H (-4.1904, -0.5242, -0.8560)  0.0921
H (-4.2208, -2.1792, -1.4547)  0.1004
H (-5.0547, -3.0090, 0.6830)  0.1071
H (-6.0214, -1.6604, 0.0703)  0.1000
H (-5.8153, -1.2083, 2.3418)  0.0710
H (-4.6674, -0.0843, 1.5585)  0.0721
H (-4.0772, -1.5579, 2.3440)  0.0621
Br (1.9474, 2.4757, 4.3606)  0.5978
C (0.5490, 1.1368, 4.5905)  -0.7114
C (0.2690, 0.8743, 6.0415)  -0.6734
Br (1.6721, -0.2231, 6.8248)  0.6048
H (0.8758, 0.2486, 4.0586)  0.0513
H (-0.3314, 1.5471, 4.1010)  -0.0033
H (-0.6491, 0.3021, 6.1542)  0.0614
H (0.2051, 1.7802, 6.6351)  0.0523
Br (-0.9029, 4.2539, 3.1668)  0.7037
C (-2.2016, 5.6941, 3.0401)  -0.7016
C (-2.2521, 6.2587, 1.6476)  -0.6997
Br (-0.7260, 7.4140, 1.2846)  0.6122
H (-1.9336, 6.4302, 3.7907)  0.0507
H (-3.1556, 5.2438, 3.2968)  -0.0280
H (-3.1286, 6.8919, 1.5250)  0.0563
H (-2.2531, 5.4876, 0.8830)  0.0338
Br (-0.9785, 3.6542, -3.3717)  0.6581
C (-1.7384, 5.3026, -2.6735)  -0.6767
C (-1.2394, 6.5073, -3.4229)  -0.6962
Br (0.5746, 6.9658, -2.9018)  0.6067
H (-1.4983, 5.3343, -1.6144)  0.0306
H (-2.8139, 5.1944, -2.7976)  0.0612
H (-1.8381, 7.3820, -3.1780)  0.0584
H (-1.2342, 6.3635, -4.4981)  0.0481
Br (1.6887, -1.6939, -4.2686)  0.5867
C (1.1664, 0.1765, -4.3896)  -0.7143
C (2.3637, 1.0537, -4.6226)  -0.7173
Br (3.3939, 1.2691, -2.9877)  0.6590
H (0.6408, 0.4188, -3.4746)  0.0004
H (0.4752, 0.2335, -5.2289)  0.0032
H (2.0563, 2.0578, -4.9113)  0.0564
H (3.0398, 0.6549, -5.3710)  0.0177
Br (1.8370, 0.4362, -8.1179)  0.6508
C (1.4443, -0.9913, -9.3843)  -0.6921
C (1.8689, -2.3363, -8.8561)  -0.7279
Br (3.7984, -2.5686, -8.9765)  0.6108
H (1.9467, -0.7357, -10.3113)  0.0491
H (0.3677, -0.9505, -9.5323)  0.0441
H (1.4446, -3.1327, -9.4636)  0.0606
H (1.5999, -2.4923, -7.8197)  -0.0205
Br (-0.0304, -8.0933, -1.4763)  0.5984
C (1.8753, -7.7339, -1.3097)  -0.6938
C (2.1637, -6.8040, -0.1622)  -0.6550
Br (1.7123, -4.9668, -0.5990)  0.7670
H (2.2056, -7.3378, -2.2638)  0.0498
H (2.3367, -8.7044, -1.1404)  0.0564
H (3.2286, -6.7927, 0.0607)  0.0602
H (1.6108, -7.0578, 0.7371)  0.0532
Br (6.0105, 0.7042, 1.3453)  0.6211
C (6.5293, -1.0157, 2.0926)  -0.7207
C (6.5970, -2.0851, 1.0358)  -0.6850
Br (4.8232, -2.6943, 0.5202)  0.6347
H (5.8167, -1.2455, 2.8781)  -0.0249
H (7.5107, -0.8514, 2.5321)  0.0573
H (7.1016, -2.9677, 1.4229)  0.0564
H (7.0925, -1.7552, 0.1286)  0.0496
Br (-5.6215, 4.1513, 2.3857)  0.6419
C (-6.0711, 4.1918, 4.2781)  -0.6804
C (-6.7286, 5.4899, 4.6616)  -0.6883
Br (-5.4336, 6.9369, 4.7955)  0.6253
H (-5.1518, 4.0054, 4.8242)  0.0538
H (-6.7541, 3.3588, 4.4278)  0.0589
H (-7.1754, 5.4126, 5.6501)  0.0584
H (-7.4817, 5.8071, 3.9483)  0.0496
Br (-0.8428, -1.9625, -6.6378)  0.6932
C (-2.1996, -3.3328, -6.3581)  -0.6608
C (-2.5286, -3.5018, -4.9020)  -0.6838
Br (-1.1409, -4.5020, -3.9721)  0.6070
H (-1.8241, -4.2449, -6.8101)  0.0527
H (-3.0704, -2.9872, -6.9108)  0.0581
H (-3.4345, -4.0932, -4.7851)  0.0592
H (-2.6432, -2.5561, -4.3813)  0.0444
Br (5.2491, -0.2191, 5.3621)  0.6467
C (5.7303, -0.8779, 7.1250)  -0.6843
C (6.6450, -2.0702, 7.0431)  -0.6971
Br (5.6765, -3.6853, 6.5537)  0.6048
H (4.8013, -1.0923, 7.6438)  0.0356
H (6.2331, -0.0464, 7.6138)  0.0600
H (7.0829, -2.2823, 8.0160)  0.0561
H (7.4353, -1.9435, 6.3110)  0.0471

As for the net charge: 0. Its SMILES is C#CC[C@]1([C@H](C)CC)OC(=O)O[C@]1(Cl)CCCC.BrCCBr.BrCCBr.BrCCBr.BrCCBr.BrCCBr.BrCCBr.BrCCBr.BrCCBr.BrCCBr.BrCCBr. The value obtained for the largest force on an atom is 0.0330 Eh/bohr. As for the LUMO energy: 0.219 eV. The calculation puts the HOMO energy at -9.11 eV.


Entry 4:
ORCA calculation (ωB97M-V with the def2-TZVPD basis set) on a single C25H30N6OS molecule.

Each line ends with the Löwdin charge.
Atoms and positions in Å:
O (-0.9169, -1.1428, 2.6270)  0.0551
C (-0.0008, -0.3617, 2.4395)  -0.4093
C (-0.2126, 1.0471, 1.8968)  -0.2288
C (-1.6253, 1.5680, 2.1924)  -0.1354
C (-2.7071, 0.8593, 1.3834)  -0.1588
C (-2.4085, 0.9146, -0.1124)  -0.3092
C (-3.5114, 0.1764, -0.8828)  -0.1467
N (-3.3219, 0.2133, -2.3140)  0.0744
C (-3.6277, 1.2931, -3.0450)  -0.2564
N (-4.1755, 2.3067, -2.4221)  0.1056
C (-4.5510, 3.4087, -3.0758)  -0.9144
S (-5.2281, 4.7033, -2.3153)  0.5781
N (-4.3597, 3.4777, -4.4439)  0.0730
C (-3.7849, 2.4735, -5.1626)  -0.1810
C (-3.5952, 2.5818, -6.5436)  -0.0112
C (-3.0091, 1.5482, -7.2379)  -0.0734
C (-2.6023, 0.3943, -6.5749)  -0.0853
C (-2.7857, 0.2759, -5.2133)  -0.0242
C (-3.3781, 1.3065, -4.4829)  -0.0674
C (-1.0313, 0.3071, -0.3750)  -0.1511
C (0.0427, 1.0814, 0.3829)  -0.1361
N (1.2765, -0.7289, 2.7249)  -0.0429
C (2.5067, -0.0065, 2.4913)  -0.1177
C (3.3951, -0.7996, 1.5192)  -0.1388
N (3.6441, -2.1307, 2.0277)  -0.0828
C (4.7643, -2.3376, 2.7929)  -0.2917
C (5.0399, -3.5607, 3.4289)  -0.0127
C (6.2262, -3.6986, 4.1151)  -0.0798
C (7.1229, -2.6373, 4.1629)  -0.0876
C (6.7691, -1.4783, 3.4995)  -0.1488
N (5.6341, -1.3242, 2.8423)  0.1061
C (2.4048, -2.8418, 2.2449)  -0.1239
C (1.5216, -2.0663, 3.2307)  -0.1053
H (0.4912, 1.7188, 2.3983)  0.1333
H (-1.8360, 1.4478, 3.2564)  0.1211
H (-1.6455, 2.6360, 1.9611)  0.1223
H (-2.7597, -0.1810, 1.7036)  0.1086
H (-3.6697, 1.3319, 1.5844)  0.1226
H (-2.4122, 1.9570, -0.4467)  0.1430
H (-4.4672, 0.6590, -0.6684)  0.1253
H (-3.5507, -0.8693, -0.5713)  0.1338
H (-2.8023, -0.5339, -2.7420)  0.1261
H (-4.6589, 4.3275, -4.9044)  0.1284
H (-3.9136, 3.4808, -7.0500)  0.1145
H (-2.8637, 1.6330, -8.3041)  0.1077
H (-2.1436, -0.4102, -7.1285)  0.1026
H (-2.4653, -0.6299, -4.7195)  0.1056
H (-0.8007, 0.3333, -1.4436)  0.1111
H (-1.0298, -0.7347, -0.0459)  0.1222
H (1.0272, 0.6684, 0.1518)  0.1011
H (0.0308, 2.1231, 0.0520)  0.1267
H (2.3197, 0.9860, 2.0906)  0.1120
H (3.0430, 0.0938, 3.4433)  0.1329
H (4.3525, -0.2960, 1.3942)  0.1106
H (2.8923, -0.8959, 0.5512)  0.1218
H (4.3521, -4.3890, 3.3804)  0.0948
H (6.4555, -4.6311, 4.6109)  0.1055
H (8.0577, -2.7143, 4.6938)  0.0939
H (7.4199, -0.6127, 3.4915)  0.1047
H (2.5869, -3.8466, 2.6185)  0.1073
H (1.8874, -2.9204, 1.2825)  0.1323
H (0.5560, -2.5571, 3.3603)  0.1212
H (2.0316, -1.9963, 4.1988)  0.1354

As for the net charge: 0. Its SMILES is O=C([C@H]1CC[C@@H](CNc2nc(=S)[nH]c3ccccc23)CC1)N1CCN(c2ccccn2)CC1. The value obtained for the largest force on an atom is 0.0200 Eh/bohr. As for the LUMO energy: 0.026 eV. The calculation puts the HOMO energy at -7.74 eV.


> Look up the largest force on an atom of the second one.

0.0311 Eh/bohr